The molecule C4H7N3 at a distorted geometry, computed with ωB97M-V with the def2-TZVPD basis set.

Each line ends with the natural charge from an NBO analysis.
Positions of all 14 atoms, in Å:
C -0.958 -1.588 -0.009  -0.655
C 0.287 -0.816 0.024  0.030
N 1.508 -1.311 0.060  -0.247
N 2.445 -0.411 0.060  -0.072
N 1.743 0.763 -0.056  -0.340
C 0.426 0.571 0.052  0.128
C -0.740 1.512 0.060  -0.643
H -1.802 -1.110 -0.729  0.223
H -1.366 -1.748 1.098  0.233
H -0.624 -2.610 -0.530  0.251
H 2.230 1.617 -0.116  0.405
H -0.712 2.123 -0.896  0.225
H -1.602 0.843 0.084  0.234
H -0.835 2.165 0.899  0.228

Calculated values
Charge: 0
DFT total energy (Ha): -320.829693
SMILES: Cc1nn[nH]c1C
Gap between HOMO and LUMO (eV): 9.80
Maximum force (eV Å⁻¹): 2.96